1.
{"formula": "C18H62N18O12", "method": "ωB97M-V with the def2-TZVPD basis set", "spin_multiplicity": 2, "homo_energy_ev": [-10.6, -10.6], "charge": 1, "largest_force_ha_per_bohr": 0.1204, "species": ["C", "O", "H", "H", "H", "H", "C", "O", "H", "H", "H", "H", "C", "O", "N", "N", "H", "H", "H", "H", "C", "O", "N", "N", "H", "H", "H", "H", "C", "O", "N", "N", "H", "H", "H", "H", "C", "O", "N", "N", "H", "H", "H", "H", "C", "O", "N", "N", "H", "H", "H", "H", "C", "O", "N", "N", "H", "H", "H", "H", "C", "O", "N", "N", "H", "H", "H", "H", "C", "O", "N", "N", "H", "H", "H", "H", "C", "C", "C", "O", "C", "N", "H", "H", "H", "H", "H", "H", "H", "H", "H", "H", "H", "C", "C", "C", "O", "C", "N", "H", "H", "H", "H", "H", "H", "H", "H", "H", "H", "H"], "xyz": [[27.177772, 10.942796, -18.576935], [26.160612, 10.786298, -17.630304], [26.917437, 10.707308, -19.608862], [27.675460, 11.912540, -18.574401], [27.904377, 10.167688, -18.333322], [25.607845, 10.082047, -17.976823], [23.075364, 11.158862, -16.637745], [22.295323, 11.234181, -15.419719], [24.092740, 11.440307, -16.366031], [23.236285, 10.153623, -17.027246], [22.658098, 11.817085, -17.399796], [21.352732, 11.052877, -15.435519], [19.609711, 10.214972, -17.709792], [20.012431, 11.287714, -17.433112], [18.873998, 9.433951, -16.982640], [19.818198, 9.734131, -18.904621], [18.250553, 8.749344, -17.386031], [18.610162, 9.656498, -16.033452], [19.684220, 8.749977, -19.087931], [20.360702, 10.306105, -19.535990], [17.744395, 13.067467, -14.938357], [17.100839, 13.891379, -14.329374], [18.519498, 12.125952, -14.429545], [17.938475, 13.056796, -16.227308], [18.330529, 11.993015, -13.446328], [18.964953, 11.533590, -15.115683], [17.426090, 13.732221, -16.776268], [18.604267, 12.411943, -16.628535], [21.727873, 12.129616, -21.064889], [20.951585, 12.994536, -21.370825], [21.397792, 10.918276, -21.378840], [22.766437, 12.230215, -20.299364], [22.037132, 10.136448, -21.369837], [20.530094, 10.804157, -21.882998], [23.346331, 11.412326, -20.177411], [22.966121, 13.146649, -19.924694], [23.514900, 14.144396, -13.657827], [24.252093, 13.300654, -13.183489], [23.648916, 15.418434, -13.469376], [22.355337, 13.841046, -14.142129], [24.552306, 15.701747, -13.117652], [22.969868, 16.078678, -13.820197], [21.708416, 14.596581, -14.317525], [22.009227, 12.894853, -14.213152], [21.103917, 15.220971, -18.358570], [20.982402, 15.118371, -19.607978], [21.784453, 16.221431, -17.838052], [20.640751, 14.381561, -17.456800], [21.610041, 16.347863, -16.851288], [22.225071, 16.933899, -18.402286], [20.923209, 14.667033, -16.530084], [20.532719, 13.381182, -17.544411], [27.528394, 11.788162, -14.230577], [27.750643, 12.010057, -13.090256], [26.367820, 12.087843, -14.765126], [28.451215, 11.297855, -15.065149], [26.140629, 11.853760, -15.720992], [25.656095, 12.458223, -14.151633], [29.361837, 11.058673, -14.699538], [28.164257, 10.810478, -15.901935], [24.355761, 8.997433, -13.660895], [24.372279, 8.399927, -14.698932], [23.924454, 10.238199, -13.630927], [24.917784, 8.519193, -12.596064], [23.989769, 10.849886, -12.829882], [23.427878, 10.679735, -14.391564], [24.882716, 9.142202, -11.801869], [25.335128, 7.602682, -12.519025], [21.929504, 6.279833, -16.097726], [21.045494, 5.500140, -16.320959], [23.047837, 6.031700, -15.403563], [21.883817, 7.522078, -16.472065], [23.054660, 5.075147, -15.079441], [23.619843, 6.787967, -15.055753], [21.093069, 7.884925, -16.985046], [22.537251, 8.205868, -16.117720], [19.816275, 9.837212, -12.430343], [19.339083, 8.651106, -13.198410], [18.962834, 7.508132, -12.356942], [20.043462, 7.111002, -11.524484], [19.645676, 6.271758, -10.548714], [18.260639, 9.023919, -14.138710], [20.686557, 9.460079, -11.893232], [19.096451, 10.318926, -11.768602], [20.235264, 10.498332, -13.188945], [20.191599, 8.396254, -13.827989], [18.665670, 6.735180, -13.065700], [18.041470, 7.664584, -11.795954], [18.955833, 5.454523, -10.759247], [19.180012, 6.828313, -9.735377], [20.600666, 5.928733, -10.150682], [17.868657, 8.204874, -14.580991], [17.408006, 9.407845, -13.756976], [24.461397, 6.183346, -18.892764], [24.528821, 7.604407, -19.419752], [23.250289, 7.937569, -20.184125], [23.574161, 9.076468, -21.077257], [24.407899, 8.837262, -22.186781], [24.763717, 8.493247, -18.312559], [24.099105, 6.242088, -17.866416], [25.452650, 5.739645, -18.799759], [23.773134, 5.451994, -19.316468], [25.354473, 7.710885, -20.123352], [22.435931, 8.286819, -19.549347], [22.783636, 7.138506, -20.760167], [25.420692, 9.131716, -21.911724], [24.066790, 9.428514, -23.036581], [24.484680, 7.791677, -22.485042], [25.521251, 8.149987, -17.739469], [23.933162, 8.361736, -17.753107]], "atomic_forces_ev_per_a": [[1.33, -0.92, -0.22], [-0.37, 1.37, 0.14], [-0.62, 0.21, -0.14], [-0.31, 0.06, 0.36], [0.73, 0.16, -0.15], [-0.71, -0.58, -0.05], [-0.31, 0.11, 0.44], [0.39, 0.28, -0.47], [-0.22, 0.44, 0.08], [-0.67, -0.14, 0.07], [0.11, -0.07, -0.02], [-0.02, -0.30, -1.02], [-1.39, -2.15, -1.58], [2.05, 5.29, 2.48], [-2.22, -1.94, 2.61], [1.06, -1.41, -3.49], [0.39, 0.05, -0.20], [0.17, 0.09, 0.56], [0.07, 0.29, -0.24], [-0.07, -0.36, -0.04], [0.13, 1.47, 0.63], [-0.83, 0.18, 0.69], [0.78, -1.06, 2.42], [-0.72, 1.09, -4.23], [0.74, -0.88, -0.20], [-0.08, -0.56, 1.26], [0.30, -0.26, -0.13], [-0.37, 0.34, -0.51], [1.08, -2.03, 1.49], [-2.67, 4.55, -0.73], [-1.90, -3.32, -1.77], [2.01, 1.48, 1.26], [0.70, -0.25, 0.00], [0.16, 0.00, -0.16], [0.23, 0.19, 0.31], [0.49, -0.27, -0.04], [0.48, -2.05, 2.33], [1.40, -0.86, -0.16], [1.72, 3.89, 0.27], [-4.36, -0.85, -2.60], [-0.30, 0.41, -0.04], [0.59, 0.04, 0.26], [-0.14, -0.49, 0.16], [0.41, 0.20, 0.00], [0.23, -0.74, -1.91], [0.27, -0.57, -0.32], [0.59, 1.57, 0.70], [-0.48, -0.92, 1.60], [0.55, 0.72, -0.28], [-0.36, -0.02, 0.14], [-0.23, -0.67, 0.10], [-0.37, -0.08, -0.63], [0.18, -0.09, -0.73], [1.09, 0.60, 3.86], [-2.59, 0.45, -1.76], [1.73, -1.18, -1.89], [0.11, 0.00, 0.17], [0.01, -0.05, -0.01], [-0.40, 0.03, 0.14], [0.05, 0.17, 0.14], [0.51, 1.61, -0.55], [-0.65, -2.68, -4.13], [-0.89, 2.39, 1.43], [0.89, -0.47, 3.74], [0.25, -0.23, 0.06], [0.14, -0.67, 0.13], [0.40, -0.64, 0.26], [-0.21, 0.39, -0.25], [0.61, -1.16, 1.47], [-1.40, -1.75, -0.69], [0.31, -1.93, 0.26], [-0.48, 5.09, -2.11], [0.52, 0.35, 0.38], [0.39, -0.06, 0.30], [0.01, -0.34, 0.35], [0.05, -0.12, 0.23], [1.05, 0.04, -0.27], [-0.53, 1.22, -0.82], [-0.17, -1.26, 0.15], [-0.68, 1.43, -2.95], [0.55, -0.83, 2.85], [-0.33, -0.20, -0.65], [-0.13, 0.33, 0.51], [0.01, -0.02, -0.06], [-0.17, 0.63, 0.31], [0.02, -0.48, -0.10], [0.25, -0.78, 0.04], [-0.01, 0.53, 0.51], [0.21, -0.18, -0.73], [-0.30, 0.19, 0.27], [-0.30, -0.72, 0.31], [0.38, -0.63, -0.23], [0.23, 0.53, 0.90], [0.02, -0.82, 1.09], [-0.36, -1.56, -0.92], [0.83, 1.61, -0.81], [-1.79, -0.25, 0.81], [0.83, -0.20, 0.04], [-0.51, 0.99, -0.06], [-0.02, -0.01, 0.20], [0.01, -0.08, -0.21], [0.18, 0.21, -0.73], [0.00, -0.11, -0.09], [0.18, 0.29, 0.34], [0.65, -0.29, -0.20], [0.15, 0.18, -0.25], [-0.03, 0.01, 0.07], [-0.41, -0.15, 0.06], [0.19, -0.28, 0.14], [-0.03, 0.21, 0.65]], "mulliken_charge": [-0.892, -0.379, 0.247, 0.329, 0.376, 0.444, 0.714, 1.177, 0.026, -0.674, -0.063, -0.543, 0.327, -0.564, -0.229, -0.373, 0.268, 0.221, 0.291, -0.055, 0.507, -0.709, 0.081, -0.195, 0.109, -0.263, 0.196, 0.137, 0.655, -0.400, -0.262, -0.112, 0.223, 0.200, 0.139, 0.185, 0.739, -0.774, -0.411, -0.141, 0.283, 0.128, 0.171, -0.220, 0.739, -0.482, -0.359, -0.015, 0.154, 0.238, 0.068, 0.053, 0.560, -0.667, 0.008, -0.357, 0.084, 0.104, 0.227, 0.141, 0.674, -0.897, 0.618, -0.370, 0.251, -0.749, 0.135, 0.263, 0.280, -0.733, -0.213, 0.704, 0.213, 0.280, -0.159, -0.440, -1.384, 1.393, -1.014, -0.266, -0.928, -0.368, 0.475, 0.256, 0.102, -0.700, 0.437, 0.449, 0.340, 0.382, 0.232, 0.312, 0.200, -1.164, 0.447, -0.258, -0.475, -0.945, 0.069, 0.168, 0.345, 0.355, 0.479, -0.280, 0.584, 0.251, 0.327, 0.370, 0.365, -0.824]}



2.
{"formula": "C18H62O22", "method": "ωB97M-V with the def2-TZVPD basis set", "relative_energy_kcal_mol": 28.45, "homo_energy_ev": -9.1, "largest_force_ha_per_bohr": 0.0623, "species": ["O", "H", "H", "O", "H", "H", "O", "H", "H", "O", "H", "H", "C", "C", "O", "O", "H", "H", "H", "H", "H", "H", "C", "C", "O", "O", "H", "H", "H", "H", "H", "H", "C", "C", "O", "O", "H", "H", "H", "H", "H", "H", "C", "C", "O", "O", "H", "H", "H", "H", "H", "H", "C", "C", "O", "O", "H", "H", "H", "H", "H", "H", "C", "C", "O", "O", "H", "H", "H", "H", "H", "H", "C", "C", "O", "O", "H", "H", "H", "H", "H", "H", "C", "C", "O", "O", "H", "H", "H", "H", "H", "H", "C", "C", "O", "O", "H", "H", "H", "H", "H", "H"], "xyz": [[0.169120, -13.084910, -14.911060], [-0.107380, -12.983730, -14.000270], [-0.090980, -12.266140, -15.333200], [-2.498040, -16.279900, -13.683240], [-2.648950, -15.804370, -14.500140], [-3.335280, -16.703490, -13.493940], [-3.338560, -15.979460, -20.441760], [-3.012240, -15.393350, -19.758960], [-4.275710, -16.057600, -20.263230], [-0.257110, -10.704050, -16.115420], [0.052260, -10.445800, -16.983660], [-0.464790, -9.877790, -15.679080], [-2.541050, -18.867990, -19.067460], [-2.499780, -18.040110, -17.747790], [-1.195220, -17.796880, -17.253290], [-2.047680, -18.122530, -20.115660], [-3.562540, -19.093860, -19.373460], [-1.945350, -19.766760, -18.907930], [-2.985540, -18.620560, -16.963430], [-2.994530, -17.082160, -17.907940], [-1.013070, -18.338430, -16.481840], [-2.550520, -17.316550, -20.254050], [-7.120210, -12.465910, -16.884630], [-7.923400, -13.737660, -16.425830], [-7.307820, -14.410710, -15.326430], [-7.041590, -11.487350, -15.907360], [-7.557390, -12.102880, -17.814780], [-6.183040, -12.882780, -17.253450], [-7.880860, -14.529260, -17.173940], [-8.963290, -13.494330, -16.207880], [-6.560260, -13.832040, -15.159430], [-6.686100, -10.643910, -16.196890], [0.894890, -16.479020, -13.689480], [0.764750, -18.022180, -14.014300], [-0.479140, -18.483270, -14.492260], [0.045070, -16.343270, -12.648720], [0.582710, -15.907070, -14.563280], [1.869610, -16.085260, -13.401450], [1.116290, -18.597200, -13.157630], [1.466720, -18.285050, -14.805650], [-0.985620, -18.916350, -13.801240], [-0.854590, -16.447240, -12.967180], [-4.323900, -8.233590, -18.977580], [-3.537730, -8.964050, -17.852470], [-3.717500, -10.357810, -17.940680], [-5.657330, -8.682500, -19.202520], [-3.710330, -8.376960, -19.867000], [-4.434780, -7.165970, -18.787840], [-3.904680, -8.558150, -16.909770], [-2.504340, -8.627160, -17.770600], [-3.578530, -10.870040, -17.140740], [-6.058050, -8.130670, -19.878170], [1.771670, -17.235720, -19.394160], [1.669750, -18.810040, -19.435980], [2.438020, -19.378370, -18.453780], [1.401190, -16.686750, -18.187420], [0.970440, -16.935100, -20.069260], [2.746430, -16.866680, -19.713130], [1.932530, -19.168380, -20.431290], [0.638820, -19.122140, -19.269010], [1.841650, -19.385370, -17.701520], [0.668320, -17.120780, -17.744560], [-3.373180, -11.603480, -21.006210], [-3.476080, -11.715880, -22.536460], [-4.106080, -12.933730, -22.859540], [-4.593490, -11.377510, -20.301930], [-2.770640, -10.706140, -20.865380], [-2.781820, -12.398630, -20.552190], [-2.505170, -11.772830, -23.028600], [-4.003120, -10.851560, -22.940530], [-3.510180, -13.674450, -22.725990], [-4.554050, -10.673750, -19.650190], [-2.760640, -10.969400, -13.173280], [-3.630290, -10.193410, -14.144670], [-4.058940, -11.048340, -15.203830], [-3.524830, -11.468450, -12.149230], [-1.932210, -10.349940, -12.829650], [-2.342040, -11.852090, -13.656750], [-3.077060, -9.306280, -14.452960], [-4.499110, -9.731670, -13.675580], [-4.758450, -11.632300, -14.901710], [-4.095740, -12.147050, -12.516890], [-2.541280, -13.475390, -16.763930], [-1.518760, -13.643890, -17.888940], [-1.686080, -14.965760, -18.502770], [-2.414750, -14.421150, -15.743060], [-3.562050, -13.481720, -17.146160], [-2.340660, -12.528010, -16.263590], [-0.475080, -13.581470, -17.580810], [-1.775200, -12.847990, -18.588140], [-1.821520, -15.669810, -17.864350], [-1.738260, -14.151700, -15.117460], [0.949750, -13.895500, -21.099810], [1.277380, -12.814800, -22.068320], [2.648450, -12.616230, -22.218290], [1.387610, -13.638190, -19.747360], [1.287810, -14.822840, -21.562260], [-0.123470, -14.071680, -21.027230], [0.842760, -11.896450, -21.673560], [0.755320, -13.028160, -23.001070], [2.875200, -12.940380, -23.092990], [1.282990, -14.392310, -19.162580]], "atomic_forces_ev_per_a": [[-0.28, -0.90, 0.25], [0.18, -0.03, 0.44], [0.10, 0.61, -0.34], [-0.17, -0.18, 0.44], [-0.04, 0.25, -0.66], [-0.15, -0.13, 0.17], [-0.79, 0.28, -0.66], [0.75, 0.58, 0.62], [-0.39, -0.02, -0.17], [-0.27, 0.20, -0.04], [0.19, -0.12, -0.37], [-0.04, 0.20, 0.22], [-0.24, 1.32, 0.80], [-0.20, -1.44, 0.01], [0.68, 0.44, -0.72], [2.27, -0.97, -0.81], [-0.45, -0.63, 0.85], [-0.04, -0.12, -0.25], [-0.70, 0.17, -0.04], [-0.25, -0.08, 0.09], [-0.12, 0.01, 0.46], [-0.43, 0.40, -0.02], [-0.90, -1.92, -1.53], [0.40, 0.35, -0.25], [0.25, 0.94, 0.31], [0.02, -0.07, 1.43], [-0.44, 0.18, 0.03], [0.81, 0.29, 0.45], [-0.33, 0.64, -0.84], [0.00, 0.05, 0.19], [0.26, -0.32, 0.70], [0.11, -0.18, -0.55], [-0.46, -2.17, -1.62], [2.78, 0.44, -0.84], [-0.61, 0.27, -0.06], [-1.24, 1.43, 2.58], [-0.06, 0.14, -0.32], [0.28, -0.70, -0.09], [-0.32, 0.11, 0.29], [0.23, 0.08, -0.23], [0.08, 0.23, 0.14], [-0.47, 0.08, -0.06], [0.60, 0.02, -0.39], [-1.60, 0.67, 1.24], [0.22, 0.35, -1.17], [0.31, -0.86, 0.77], [-0.14, 0.11, -0.46], [0.82, 0.11, 0.35], [-0.60, -0.34, 0.42], [0.40, -0.18, -0.96], [-0.02, 0.51, 0.65], [0.11, -0.01, -0.06], [-1.77, -1.97, -1.37], [-0.56, 1.98, -0.82], [0.84, -1.01, 1.19], [1.03, 1.09, 1.92], [0.31, 0.21, -0.98], [-0.02, -0.03, 0.22], [0.33, 0.00, -0.01], [-0.41, 0.38, -0.27], [0.53, -0.18, 0.42], [-0.50, -0.24, -0.47], [0.46, 2.12, 0.32], [0.07, -1.22, 1.15], [-1.26, -0.18, -0.77], [-0.43, -1.22, -1.44], [0.46, 0.24, 0.16], [-0.21, -0.51, -0.20], [0.50, 0.61, 0.43], [-0.39, -0.31, -0.05], [0.15, 0.12, 0.14], [0.47, -0.14, 0.02], [0.12, 0.06, -0.98], [0.14, 0.08, 0.09], [0.40, 0.65, -0.48], [-0.74, -0.31, 1.96], [-0.18, -0.04, 0.56], [0.49, 0.29, -0.77], [0.15, -0.30, -1.15], [-0.09, -0.35, 0.51], [-0.31, 0.13, 0.07], [-0.05, -0.15, 0.21], [1.32, 0.96, 0.23], [-0.96, -1.59, 0.43], [-0.26, 1.51, -0.85], [-0.70, -1.48, 0.44], [0.00, -0.16, -0.08], [-0.24, 0.51, -0.52], [-0.14, 0.29, 0.26], [0.30, -0.32, -0.51], [0.47, 0.21, 0.71], [0.63, 0.32, -0.23], [-0.75, -1.38, 1.13], [-1.01, 0.90, 1.04], [0.65, -0.06, -0.61], [0.46, 0.69, -1.20], [0.73, -0.39, 0.55], [-0.44, 0.38, -0.37], [0.00, 0.35, -0.06], [0.07, -0.11, -0.17], [0.34, 0.01, 0.07], [-0.15, -0.55, -0.24]], "mulliken_charge": [-0.549, 0.329, 0.255, -0.577, 0.447, 0.288, -0.773, 0.426, 0.314, -0.620, 0.250, 0.255, -0.803, -0.471, 0.249, -0.556, 0.375, 0.306, 0.318, 0.372, 0.044, 0.442, -0.282, -0.421, -0.525, -0.587, 0.421, 0.095, 0.278, 0.310, 0.344, 0.347, -0.107, -0.376, -0.464, -0.527, -0.053, 0.348, 0.341, 0.231, 0.249, 0.378, -0.791, -0.138, 0.039, -0.510, 0.273, 0.467, 0.284, 0.288, -0.113, 0.296, 0.070, -0.512, -0.584, -0.497, 0.054, 0.451, 0.441, -0.004, 0.357, 0.167, 0.809, -0.675, -0.550, -0.653, 0.161, -0.373, 0.258, 0.378, 0.298, 0.216, -0.488, -0.480, -0.139, -0.581, 0.397, 0.205, 0.391, 0.338, 0.090, 0.362, 0.285, -0.313, 0.106, -0.393, -0.072, -0.409, 0.267, 0.137, -0.187, 0.286, 0.337, -0.784, -0.514, -0.577, 0.216, 0.051, 0.268, 0.377, 0.341, 0.254]}